DFT (ωB97M-V with the def2-TZVPD basis set) results for a molecular structure, C32H46GeN4O5STi.

Each line ends with the Mulliken charge.
Positions of all 90 atoms, in Å:
1 Ti 0.06949 0.42241 0.04404  -0.13
2 C -2.84289 2.36536 -0.02288  -1.36
3 C -2.95414 0.99638 0.66195  1.38
4 C -3.62916 1.20186 2.02370  -1.88
5 C -3.81728 0.06184 -0.19334  -1.31
6 O -1.66717 0.40881 0.82588  -0.32
7 Ge -1.09564 -0.46931 2.60184  -0.24
8 O 0.68137 0.38368 2.16764  0.01
9 C 1.69849 0.32001 3.17411  0.97
10 C 1.07996 0.07572 4.56126  -1.86
11 C 2.64781 -0.84300 2.85324  -1.23
12 C 2.47397 1.64746 3.29808  -1.46
13 O -0.48236 -1.96720 1.71123  0.81
14 C -0.95361 -3.29352 1.86420  1.30
15 C -2.22019 -3.49010 1.02742  -1.42
16 C 0.14337 -4.25454 1.38052  -1.36
17 C -1.25226 -3.58271 3.33863  -1.87
18 H -3.83768 2.77942 -0.16207  0.69
19 H -2.26882 3.05321 0.59570  0.29
20 H -2.37098 2.27773 -1.00155  0.13
21 H -4.57473 1.71968 1.89370  0.50
22 H -3.82254 0.24172 2.50217  0.47
23 H -2.98590 1.79998 2.66974  0.34
24 H -4.82106 0.46480 -0.29860  0.50
25 H -3.38044 -0.04854 -1.18270  0.17
26 H -3.87999 -0.91663 0.27924  0.13
27 H 0.61670 -0.91078 4.61208  0.46
28 H 1.84765 0.13930 5.32695  0.48
29 H 0.32251 0.83065 4.77098  0.38
30 H 2.05729 -1.75046 2.73541  -0.04
31 H 3.19781 -0.66101 1.93080  0.13
32 H 3.35713 -0.98440 3.66485  0.59
33 H 1.80162 2.44908 3.59578  0.35
34 H 3.23846 1.54229 4.06337  0.60
35 H 2.97404 1.94878 2.38269  0.19
36 H -2.03385 -3.23095 -0.01500  0.10
37 H -2.55514 -4.52197 1.07876  0.50
38 H -3.01034 -2.84495 1.41015  0.29
39 H 0.21093 -4.24480 0.29666  0.21
40 H 1.10152 -3.96512 1.80841  0.27
41 H -0.08483 -5.27009 1.69238  0.55
42 H -2.06376 -2.93843 3.67627  0.43
43 H -1.53949 -4.62041 3.48387  0.51
44 H -0.37112 -3.37379 3.94324  0.37
45 S 0.90289 4.44002 -1.54923  -0.46
46 C 0.72858 4.64631 0.18540  1.08
47 C 0.87975 5.80016 0.92932  -0.60
48 C 0.56763 5.75953 2.27932  -0.84
49 C 0.08730 4.59115 2.86280  -0.74
50 C -0.04166 3.42852 2.13007  -0.40
51 C 0.31377 3.43555 0.78023  -1.22
52 N 0.19966 2.38969 -0.08571  1.64
53 C 0.35860 2.78520 -1.37469  -0.39
54 C -0.13293 1.94167 -2.39017  1.69
55 C -0.21000 2.25409 -3.77007  -1.13
56 C -0.88635 1.42049 -4.62790  -0.93
57 C -1.49248 0.25242 -4.18304  -1.54
58 C -1.40923 -0.09898 -2.82634  0.12
59 C -0.71278 0.71536 -1.99129  0.86
60 H 1.20124 6.71703 0.46046  0.47
61 H 0.66608 6.65126 2.87624  0.43
62 H -0.20871 4.59974 3.90023  0.48
63 H -0.44650 2.52258 2.56352  0.57
64 H 0.23718 3.17652 -4.10729  0.51
65 H -0.97050 1.68564 -5.67143  0.44
66 H -2.02255 -0.39862 -4.85754  0.50
67 H -1.85939 -1.03156 -2.50985  0.73
68 N 2.57317 -2.94102 -0.69602  -0.66
69 C 1.76559 -3.42537 -1.81332  -0.93
70 C 0.41098 -2.70759 -1.79071  0.45
71 O -0.43627 -2.85265 -2.62607  -0.58
72 O 0.26495 -1.88402 -0.73686  0.75
73 H 3.42176 -2.49359 -1.01736  0.12
74 H 2.82163 -3.68723 -0.05746  0.27
75 H 1.05039 -2.07262 -0.14537  -0.09
76 H 1.59414 -4.50455 -1.76912  0.49
77 H 2.21086 -3.22406 -2.79059  0.41
78 N 5.84033 0.14998 -2.10943  -0.46
79 C 4.53507 0.29179 -1.76442  0.60
80 C 3.48876 -0.18900 -2.57258  -1.10
81 C 2.19392 -0.16254 -2.12276  -0.61
82 N 1.82492 0.30467 -0.89587  1.47
83 C 2.82604 0.88554 -0.18548  -0.81
84 C 4.14203 0.89813 -0.55515  -0.88
85 H 6.07594 -0.12830 -3.04585  0.22
86 H 6.54405 0.63260 -1.57806  0.22
87 H 3.69687 -0.58504 -3.55482  0.44
88 H 1.39938 -0.52151 -2.76585  0.42
89 H 2.50933 1.36050 0.73362  -0.08
90 H 4.87119 1.36674 0.08878  0.45

Forces on atoms 1 to 6 (eV/Å):
Ti -0.6 -0.6 1.5
C 0.2 -0.3 0.1
C -1.3 0.6 -0.2
C 0.3 -0.2 -0.2
C 0.4 0.1 0.2
O -0.5 -0.5 1.0

Computed properties:
ΔE to the lowest compared entry with this formula, charge and spin = 89.0 kJ/mol
largest force on an atom = 3.80 eV Å⁻¹
HOMO (alpha / beta) = -8.26 / -10.65 eV
2S+1 = 4
net charge = +1

=====

DFT (ωB97M-V with the def2-TZVPD basis set) results for 2 unconnected molecules or ions with the total composition C4H7NO.

Each line ends with the Mulliken charge.
Positions of all 13 atoms, in Å:
1 O -0.67821 -2.98291 -0.05056  -0.69
2 C -0.31970 -0.21710 -0.51019  -0.66
3 C -0.60514 1.22904 -0.86794  -0.31
4 C 0.71512 1.17343 -0.21594  -0.06
5 N 0.52543 1.19740 1.23031  -0.51
6 C 0.35604 -0.13872 0.71806  0.00
7 H -1.54877 -2.79862 0.32153  0.30
8 H -0.50467 -2.18307 -0.59056  0.45
9 H -1.32261 1.78759 -0.26422  0.26
10 H -0.67918 1.40797 -1.93746  0.24
11 H 1.69769 1.23225 -0.66959  0.37
12 H 1.41551 1.25645 1.72385  0.28
13 H 0.94848 -0.96371 1.11271  0.32

Forces on atoms 1 to 6 (eV/Å):
O -0.1 0.0 0.0
C 0.0 0.0 0.2
C 0.0 0.2 -0.1
C 0.2 0.4 -0.3
N 0.0 0.0 0.0
C 0.0 -0.4 0.1

Computed properties:
ΔE to the lowest compared entry with this formula, charge and spin = 504.7 kJ/mol
largest force on an atom = 0.57 eV Å⁻¹
HOMO = -8.58 eV
2S+1 = 1
net charge = 0

=====

DFT (ωB97M-V with the def2-TZVPD basis set) results for a molecular structure, C25H33BBe2CaCl4IInO18S2.

Each line ends with the Mulliken charge.
Positions of all 88 atoms, in Å:
1 C -1.76577 -2.11507 -3.49297  -0.89
2 C -0.73636 -1.59310 -2.34468  0.54
3 O 0.06932 -2.42866 -1.85558  -0.51
4 O -0.81423 -0.20695 -2.02621  -0.18
5 C -0.14382 0.11312 -0.78356  -0.19
6 In 1.96510 0.91482 -1.21514  1.50
7 O 3.26502 -0.29308 -0.11447  -0.73
8 C 1.93858 3.10366 -0.54497  -0.63
9 C 0.39865 3.57668 -0.61239  0.32
10 O -0.37260 3.60828 0.38230  -0.50
11 I -0.44707 4.17293 -2.54860  0.39
12 O 2.32565 0.92315 -3.26697  -0.55
13 B 3.33949 -0.02460 -3.65309  0.46
14 O 4.68754 0.35668 -3.98533  -0.53
15 O 2.93223 -1.43577 -3.74368  -0.61
16 H -1.28818 -2.99878 -4.03591  0.28
17 H -2.80578 -2.34272 -3.05956  0.20
18 H -1.88331 -1.21309 -4.21484  0.33
19 H -0.75779 0.97339 -0.29930  0.26
20 H -0.12111 -0.72763 -0.00943  -0.18
21 H 2.72909 -0.54826 0.68430  0.21
22 H 2.43545 3.28905 0.46956  0.47
23 H 2.50319 3.73732 -1.35988  0.30
24 H 5.07127 0.97798 -3.32812  0.26
25 H 2.70347 -1.53928 -4.70591  0.30
26 O 5.44312 -2.72673 -4.48266  -0.50
27 H 4.70102 -2.19698 -4.15387  0.36
28 H 5.85049 -3.08252 -3.68142  0.28
29 Be 1.70622 5.28330 -1.42065  0.47
30 O -4.34072 1.82280 -1.03502  -0.42
31 S -4.36030 3.10240 -1.80339  1.40
32 O -3.38674 3.04362 -2.89670  -0.61
33 O -4.00755 4.21811 -0.88157  -0.40
34 O -5.71134 3.31408 -2.34205  -0.67
35 C 1.67002 -3.11853 0.97166  -0.80
36 C 2.86957 -3.50609 1.56701  -0.63
37 C 2.91331 -3.79639 2.92603  -0.59
38 C 1.75840 -3.68943 3.70014  0.34
39 C 0.55970 -3.27764 3.11163  0.04
40 C 0.51528 -3.00276 1.74108  -0.62
41 C -0.65964 -3.11365 3.93246  0.59
42 O -1.71037 -2.75769 3.42427  -0.69
43 C -0.58548 -3.38084 5.38959  0.42
44 C -1.71188 -3.17662 6.18738  -1.32
45 C -1.65148 -3.43939 7.55556  -0.73
46 C -0.47162 -3.91406 8.12813  -1.07
47 C 0.65141 -4.11227 7.33573  -0.39
48 C 0.59882 -3.83680 5.96652  0.03
49 C 1.81393 -4.01906 5.13909  0.66
50 O 2.84255 -4.42959 5.64160  -0.61
51 H 1.63770 -2.90161 -0.09200  0.75
52 H 3.77164 -3.58411 0.96861  0.56
53 H 3.85055 -4.10273 3.38067  0.49
54 H -0.41524 -2.69547 1.27331  0.65
55 H -2.63689 -2.80959 5.74733  0.49
56 H -2.52920 -3.27623 8.17798  1.63
57 H -0.42789 -4.12482 9.19261  0.33
58 H 1.56945 -4.47744 7.78611  0.53
59 C -3.79150 9.60608 -1.40674  -0.54
60 C -3.95529 9.08284 -2.83478  -0.68
61 C -2.98017 7.91750 -3.01096  -0.61
62 S -2.75339 7.20479 -1.38506  1.03
63 O -1.37624 7.40973 -0.97848  -0.71
64 O -3.38677 5.89515 -1.34164  -0.42
65 C -3.78148 8.37266 -0.51314  -0.79
66 H -4.59426 10.29336 -1.13229  0.36
67 H -2.84099 10.14221 -1.31644  0.28
68 H -4.98152 8.72916 -2.97772  0.31
69 H -3.77251 9.86480 -3.57512  0.33
70 H -3.37786 7.15827 -3.68635  0.38
71 H -2.00710 8.26068 -3.36850  0.37
72 H -3.37004 8.56343 0.47813  0.40
73 H -4.78087 7.93937 -0.42907  0.34
74 C -2.72728 -6.27330 -3.31921  -0.54
75 O -3.34173 -5.05935 -3.72748  -0.48
76 H -2.01282 -6.58053 -4.08330  0.22
77 H -2.20137 -6.12014 -2.37332  0.23
78 H -3.48733 -7.04958 -3.20235  0.29
79 H -3.96792 -4.81078 -3.03515  0.28
80 C 8.34606 -5.10344 -3.33081  0.38
81 Cl 7.63462 -4.96002 -4.95095  -0.08
82 Cl 8.43132 -6.81747 -2.87019  -0.10
83 Cl 9.98160 -4.40943 -3.33787  -0.09
84 Cl 7.33562 -4.22516 -2.15719  -0.14
85 Be -5.71251 2.29087 0.07935  0.75
86 O 0.62473 -0.87672 9.34113  -0.67
87 H 0.11637 -1.61837 9.06141  0.00
88 Ca -2.61422 -1.34196 8.59335  1.60

Forces on atoms 1 to 6 (eV/Å):
C 0.6 2.1 0.1
C 1.0 -3.0 -0.4
O -2.7 3.9 -0.9
O 0.6 -2.8 0.8
C -1.1 1.5 1.1
In -0.1 -2.6 -0.6

Computed properties:
largest force on an atom = 6.71 eV Å⁻¹
HOMO = -12.46 eV
2S+1 = 1
net charge = +2

=====

| no. | electronic energy (a.u.) |
| --- | --- |
| 1 | -5166.65079 |
| 2 | -286.43941 |
| 3 | -6182.68061 |